1.
A structure of composition C5H3N at a distorted geometry. Source: the Open Molecules 2025 dataset; level of theory: ωB97M-V/def2-TZVPD.

Calculated values
LUMO (spin up / spin down) (eV): -0.67 / -0.85
Multiplicity: 1
Frontier orbital gap (spin up / spin down) (eV): 7.5 / 7.4

Positions of all 9 atoms, in Å:
C: 1.709 0.402 0.052
C: -0.770 0.762 -0.283
C: 0.127 -0.184 -0.036
C: 1.450 -0.679 -0.544
C: -1.131 -1.072 0.266
N: -1.885 -0.160 -0.234
H: 2.357 1.118 0.542
H: -0.594 1.774 -0.506
H: -1.263 -1.961 0.741


2.
A structure of composition C7H15N3 at a distorted geometry. Source: the Open Molecules 2025 dataset; level of theory: ωB97M-V/def2-TZVPD.

Calculated values
LUMO (spin up / spin down) (eV): 0.00 / 0.00
Multiplicity: 1
Frontier orbital gap (spin up / spin down) (eV): 7.3 / 7.3

Positions of all 25 atoms, in Å:
C: -1.937 0.129 0.287
C: 0.002 -1.470 0.216
C: 2.146 -0.064 0.156
C: -2.137 0.085 -1.127
C: 2.807 1.239 -0.283
C: -1.136 -0.888 1.015
C: 0.739 -0.267 -0.428
N: -2.521 1.073 1.060
N: -1.347 -1.014 2.267
N: 0.564 -0.254 -1.823
H: 0.114 0.615 0.010
H: -3.282 1.621 0.698
H: -2.416 0.963 2.059
H: -0.679 -1.638 2.714
H: 1.193 0.426 -2.246
H: -0.380 -2.103 -0.586
H: 0.658 -2.065 0.854
H: 2.066 -0.075 1.248
H: 2.760 -0.916 -0.147
H: -2.875 0.791 -1.497
H: -0.888 0.002 -1.771
H: -2.380 -0.907 -1.501
H: 2.167 2.095 -0.060
H: 3.751 1.387 0.241
H: 3.010 1.237 -1.354


3.
A cluster of 2 separate species, C6H15NO in total at a distorted geometry. Source: the Open Molecules 2025 dataset; level of theory: ωB97M-V/def2-TZVPD.

Calculated values
LUMO (eV): 0.83
Multiplicity: 1
Frontier orbital gap (eV): 8.7

Positions of all 23 atoms, in Å:
C: -2.021 -0.408 -0.958
C: -0.733 -0.103 -1.056
C: 0.224 -1.242 -1.224
C: 1.098 -1.368 0.064
C: 0.404 -1.293 1.427
N: -0.198 1.116 -0.759
C: 1.178 1.555 -0.568
H: -2.620 0.476 -0.911
H: -2.527 -1.425 -0.976
H: -0.522 -2.160 -1.486
H: 1.022 -0.857 -2.049
H: 1.949 -0.683 -0.046
H: 1.499 -2.378 -0.041
H: -0.507 -1.745 1.451
H: 0.843 -1.737 2.210
H: 0.339 -0.141 1.544
H: -0.954 1.766 -0.480
H: 1.917 1.017 -1.168
H: 1.603 1.557 0.523
H: 1.242 2.618 -0.983
O: -0.941 1.998 2.113
H: -0.669 1.130 1.860
H: -1.626 2.309 1.514


4.
The ion C6H9FN5O with charge +1 at a distorted geometry. Source: the Open Molecules 2025 dataset; level of theory: ωB97M-V/def2-TZVPD.

Calculated values
LUMO (eV): -3.66
Multiplicity: 1
Net charge: +1
Frontier orbital gap (eV): 8.8

Positions of all 22 atoms, in Å:
N: -1.794 -2.960 1.855
C: -1.727 -1.827 1.738
C: -1.808 -0.366 1.625
O: -0.883 0.314 0.839
C: -0.864 0.532 -0.462
N: -1.951 0.312 -1.208
N: 0.167 1.282 -0.931
C: 1.631 1.214 -0.445
N: 2.201 2.446 -0.560
N: 2.161 0.289 0.205
C: 1.804 -1.038 0.341
C: 1.249 -1.893 -0.464
F: 0.585 -1.407 -1.593
H: -2.758 0.075 1.365
H: -1.825 -0.038 2.760
H: -2.725 -0.173 -0.871
H: -1.784 0.288 -2.200
H: -0.007 1.522 -1.915
H: 3.112 2.511 -0.099
H: 1.728 3.281 -0.825
H: 2.356 -1.436 1.175
H: 1.134 -2.928 -0.330


5.
The molecule C5H4N2 at a distorted geometry. Source: the Open Molecules 2025 dataset; level of theory: ωB97M-V/def2-TZVPD.

Calculated values
LUMO (eV): -0.10
Multiplicity: 1
Frontier orbital gap (eV): 8.5

Positions of all 11 atoms, in Å:
C: -1.200 -0.428 -0.631
C: -0.383 -1.390 -1.257
C: 0.370 -1.003 -0.086
C: -0.616 -0.219 0.729
N: -0.002 1.062 0.615
N: 1.268 1.021 0.126
C: 1.575 -0.222 -0.156
H: -1.887 0.323 -1.049
H: -1.074 -0.500 1.681
H: -0.565 1.899 0.628
H: 2.515 -0.544 -0.599


6.
The ion C7H11N2O with charge +1 at a distorted geometry. Source: the Open Molecules 2025 dataset; level of theory: ωB97M-V/def2-TZVPD.

Calculated values
LUMO (eV): -4.88
Multiplicity: 1
Net charge: +1
Frontier orbital gap (eV): 6.7

Positions of all 21 atoms, in Å:
C: -0.068 2.464 2.439
C: -0.999 1.438 1.749
C: -0.223 0.129 1.640
N: 0.136 -0.290 0.446
C: 0.934 -1.349 0.130
C: 1.096 -1.790 -1.161
C: 0.224 -1.347 -2.233
N: 0.558 -1.363 -3.566
C: -1.015 -0.962 -1.957
O: -2.063 -0.613 -1.671
H: -0.590 3.362 2.598
H: 0.786 2.657 1.796
H: 0.248 1.874 3.229
H: -1.193 1.702 0.695
H: -2.043 1.522 2.293
H: 0.061 -0.591 2.504
H: -0.174 0.347 -0.328
H: 1.590 -1.803 1.028
H: 1.833 -2.443 -1.387
H: 0.949 -2.127 -4.010
H: -0.050 -0.818 -4.233


7.
A cluster of 2 separate species, CH7NSi2 in total at a distorted geometry. Source: the Open Molecules 2025 dataset; level of theory: ωB97M-V/def2-TZVPD.

Calculated values
LUMO (spin up / spin down) (eV): -0.68 / -0.68
Multiplicity: 1
Frontier orbital gap (spin up / spin down) (eV): 7.1 / 7.1

Positions of all 11 atoms, in Å:
C: -1.613 0.402 -0.147
N: -0.211 0.018 -0.202
Si: 1.200 0.977 0.227
Si: 0.997 -1.297 -0.070
H: -1.837 0.831 0.747
H: -1.716 1.082 -0.976
H: -2.379 -0.447 -0.348
H: 2.020 1.513 -0.999
H: 0.986 2.067 1.243
H: 2.289 -2.777 1.163
H: 0.264 -2.369 -0.637


8.
A cluster of 3 separate species, C25H32BrF5NO7 in total at a distorted geometry. Source: the Open Molecules 2025 dataset; level of theory: ωB97M-V/def2-TZVPD.

Calculated values
LUMO (spin up / spin down) (eV): -0.01 / -0.03
Multiplicity: 2
Frontier orbital gap (spin up / spin down) (eV): 8.7 / 9.6
⟨S²⟩: 0.7542

Positions of all 71 atoms, in Å:
C: 0.948 -0.607 1.826
C: -0.196 0.401 1.331
C: -1.326 0.257 2.446
C: -0.716 -0.182 -0.038
C: -1.044 0.838 -1.198
Br: 0.103 0.282 -2.758
C: -2.542 0.621 -1.718
F: -2.823 -0.713 -1.959
F: -2.579 1.244 -2.987
C: -3.612 1.342 -0.868
C: -4.136 2.683 -1.174
C: -5.112 3.357 -0.347
C: -5.622 2.696 0.859
C: -5.146 1.352 1.150
C: -5.688 0.655 2.419
F: -4.597 0.335 3.230
F: -6.434 1.530 3.181
F: -6.339 -0.517 2.196
C: -4.169 0.690 0.309
C: -0.712 2.360 -0.942
C: -0.322 2.757 0.538
C: 0.662 4.012 0.398
C: -1.582 3.337 1.320
N: 0.437 1.737 1.290
O: 1.690 1.683 0.965
H: 0.386 -1.531 2.151
H: 1.432 -0.207 2.748
H: 1.653 -0.879 1.008
H: -1.649 -0.817 2.439
H: -0.922 0.475 3.474
H: -2.231 0.875 2.236
H: 0.044 -0.922 -0.407
H: -1.632 -0.804 0.177
H: -3.725 3.193 -2.077
H: -5.484 4.377 -0.575
H: -6.345 3.245 1.498
H: -3.805 -0.329 0.583
H: -1.531 3.063 -1.266
H: 0.168 2.640 -1.584
H: 1.039 4.248 1.427
H: 0.076 4.923 0.080
H: 1.468 3.842 -0.350
H: -1.823 4.323 0.831
H: -1.357 3.542 2.397
H: -2.498 2.709 1.201
C: 1.191 -5.022 -4.198
C: 0.817 -3.834 -5.054
C: 1.447 -3.838 -6.419
O: 1.497 -2.446 -6.731
C: 1.571 -1.781 -5.545
O: 1.814 -0.622 -5.436
O: 1.330 -2.620 -4.499
H: 0.821 -4.889 -3.180
H: 0.775 -5.945 -4.607
H: 2.276 -5.127 -4.127
H: -0.273 -3.742 -5.114
H: 0.854 -4.380 -7.155
H: 2.469 -4.230 -6.425
C: 5.748 0.138 3.463
C: 5.590 -1.332 3.779
C: 6.159 -2.246 2.732
O: 5.366 -3.419 2.895
C: 4.162 -3.016 3.388
O: 3.199 -3.709 3.465
O: 4.209 -1.709 3.781
H: 5.194 0.743 4.183
H: 6.799 0.433 3.490
H: 5.342 0.373 2.477
H: 5.999 -1.550 4.771
H: 7.214 -2.466 2.895
H: 6.024 -1.876 1.712


9.
The molecule C20H18ClN7O2 at a distorted geometry. Source: the Open Molecules 2025 dataset; level of theory: ωB97M-V/def2-TZVPD.

Calculated values
LUMO (eV): 0.33
Multiplicity: 1
Frontier orbital gap (eV): 8.4

Positions of all 48 atoms, in Å:
O: -0.714 3.911 3.945
C: -0.929 3.802 2.764
C: -2.291 4.248 2.178
C: -3.409 3.240 2.366
N: -3.150 2.011 1.561
C: -3.268 0.731 2.064
C: -3.001 -0.046 0.995
Cl: -3.012 -1.790 0.969
C: -2.668 0.805 -0.089
N: -2.770 2.044 0.244
N: 0.034 3.223 1.941
C: 1.136 2.466 2.479
C: 0.823 1.003 2.319
C: 0.264 0.262 3.349
C: -0.042 -1.088 3.173
N: 0.242 -1.777 2.056
C: 0.827 -1.090 1.032
N: 1.104 -1.791 -0.169
N: 0.658 -3.126 -0.376
C: 0.960 -3.570 -1.644
C: 1.508 -2.519 -2.334
C: 1.993 -2.641 -3.731
C: 2.859 -1.682 -4.298
C: 3.274 -1.923 -5.635
C: 2.838 -3.062 -6.336
N: 2.023 -3.980 -5.791
C: 1.615 -3.758 -4.520
C: 1.683 -1.396 -1.366
O: 2.292 -0.355 -1.592
C: 1.107 0.274 1.165
H: -2.560 5.184 2.676
H: -2.194 4.477 1.095
H: -3.570 2.967 3.418
H: -4.342 3.720 2.043
H: -3.551 0.349 3.052
H: -2.388 0.461 -1.074
H: -0.273 2.989 1.011
H: 2.044 2.653 1.864
H: 1.409 2.704 3.504
H: 0.028 0.709 4.324
H: -0.519 -1.591 3.997
H: 0.268 -3.652 0.406
H: 0.806 -4.578 -2.039
H: 3.279 -0.803 -3.764
H: 3.905 -1.186 -6.102
H: 3.223 -3.167 -7.354
H: 0.971 -4.491 -4.109
H: 1.479 0.827 0.330


10.
A structure of composition C46H46AsBCsN6O3. Source: the Open Molecules 2025 dataset; level of theory: ωB97M-V/def2-TZVPD.

Calculated values
LUMO (eV): 2.13
Multiplicity: 1
Net charge: -1
Frontier orbital gap (eV): 7.7

Positions of all 104 atoms, in Å:
Cs: -0.069 -0.738 0.290
C: 5.856 3.024 -0.248
C: 5.075 1.756 -0.113
C: 5.570 0.475 -0.108
C: 4.435 -0.352 -0.001
N: 3.329 0.384 0.057
N: 3.721 1.673 -0.001
B: 2.780 2.902 0.017
N: 2.001 3.101 1.355
N: 0.940 2.368 1.745
C: 0.529 2.886 2.902
C: 1.344 3.971 3.272
C: 2.272 4.077 2.262
C: 3.399 5.055 2.172
C: -0.630 2.354 3.640
C: -1.314 1.241 3.159
C: -2.385 0.688 3.839
C: -2.814 1.270 5.026
C: -2.157 2.394 5.511
C: -1.073 2.930 4.829
N: 1.837 2.992 -1.204
N: 1.139 1.959 -1.711
C: 0.472 2.434 -2.758
C: 0.719 3.811 -2.916
C: 1.597 4.128 -1.907
C: 2.175 5.462 -1.563
C: -0.449 1.584 -3.525
C: -0.705 0.288 -3.094
C: -1.650 -0.516 -3.711
C: -2.343 -0.028 -4.812
C: -2.076 1.255 -5.277
C: -1.142 2.057 -4.637
C: 4.399 -1.824 0.019
C: 3.177 -2.489 0.004
C: 3.092 -3.869 0.014
C: 4.258 -4.625 0.040
C: 5.488 -3.980 0.056
C: 5.560 -2.594 0.045
H: 6.914 2.776 -0.327
H: 5.722 3.684 0.608
H: 5.565 3.580 -1.140
H: 6.606 0.192 -0.191
H: 3.506 3.850 -0.047
H: 1.282 4.596 4.148
H: 3.347 5.728 3.029
H: 3.357 5.653 1.261
H: 4.367 4.555 2.192
H: -0.963 0.844 2.226
H: -2.880 -0.189 3.439
H: -3.653 0.853 5.568
H: -2.490 2.856 6.432
H: -0.570 3.802 5.227
H: 0.315 4.491 -3.650
H: 1.809 6.206 -2.270
H: 3.265 5.455 -1.599
H: 1.878 5.772 -0.558
H: -0.147 -0.065 -2.244
H: -1.843 -1.503 -3.309
H: -3.088 -0.640 -5.305
H: -2.612 1.639 -6.137
H: -0.963 3.064 -4.995
H: 2.300 -1.872 -0.027
H: 2.120 -4.349 -0.001
H: 4.211 -5.707 0.047
H: 6.401 -4.563 0.077
H: 6.527 -2.108 0.060
O: -0.583 -5.247 0.757
C: -1.855 -5.523 0.327
C: -2.343 -6.824 0.298
C: -3.630 -7.075 -0.159
C: -4.423 -6.028 -0.601
C: -3.919 -4.732 -0.576
C: -2.645 -4.460 -0.102
C: -2.125 -3.026 -0.018
O: -2.041 -2.571 1.142
O: -1.843 -2.472 -1.105
H: -0.179 -6.063 1.059
H: -1.712 -7.641 0.633
H: -4.004 -8.092 -0.173
H: -5.425 -6.216 -0.964
H: -4.524 -3.904 -0.926
C: -2.121 4.167 0.627
As: -2.226 2.543 -0.463
C: -3.091 3.324 -2.037
C: -3.830 1.713 0.399
C: -5.071 2.541 0.422
C: -5.319 3.424 1.475
C: -6.451 4.225 1.486
C: -7.367 4.159 0.444
C: -7.138 3.279 -0.605
C: -6.003 2.481 -0.614
H: -3.045 4.746 0.605
H: -1.300 4.777 0.246
H: -1.883 3.882 1.653
H: -3.989 3.884 -1.774
H: -3.337 2.526 -2.738
H: -2.374 3.989 -2.519
H: -3.507 1.485 1.415
H: -3.987 0.763 -0.115
H: -4.613 3.472 2.297
H: -6.622 4.901 2.315
H: -8.252 4.782 0.453
H: -7.847 3.212 -1.422
H: -5.830 1.797 -1.438


11.
A structure of composition C28H77CrCsN7O15S2 at a distorted geometry. Source: the Open Molecules 2025 dataset; level of theory: ωB97M-V/def2-TZVPD.

Calculated values
LUMO (spin up / spin down) (eV): 1.62 / 1.55
Multiplicity: 5
Net charge: -1
Frontier orbital gap (spin up / spin down) (eV): 6.6 / 6.5
⟨S²⟩: 6.0137

Positions of all 131 atoms, in Å:
Cr: 1.047 2.333 3.790
Cs: -0.316 0.283 0.341
S: 2.802 1.477 1.832
O: 4.101 2.066 1.497
O: 2.748 1.165 3.256
O: 1.737 2.459 1.831
O: 2.405 0.356 1.070
S: -0.969 -0.317 3.966
O: -0.338 0.906 3.435
O: -1.249 -1.226 2.898
O: 0.001 -0.973 4.863
O: -2.202 0.030 4.650
C: -6.402 4.527 -1.126
C: -5.332 4.027 -0.153
C: -4.298 2.991 -0.822
O: -3.182 2.740 0.020
C: -3.409 2.154 1.276
N: -4.675 5.220 0.292
H: -7.130 5.082 -0.535
H: -7.006 3.719 -1.539
H: -6.071 5.162 -1.949
H: -5.827 3.692 0.759
H: -3.947 3.592 -1.661
H: -4.687 2.091 -1.298
H: -3.696 1.106 1.195
H: -4.040 2.708 1.972
H: -2.405 2.157 1.700
H: -5.228 5.744 0.955
H: -3.794 4.803 0.557
C: -3.574 -4.021 1.138
C: -3.602 -2.683 0.428
C: -4.518 -1.587 1.047
O: -5.794 -2.002 0.743
C: -6.743 -1.318 1.538
N: -2.257 -2.134 0.469
H: -2.843 -4.600 0.573
H: -4.436 -4.678 1.020
H: -3.364 -4.144 2.201
H: -4.103 -2.940 -0.506
H: -4.482 -0.631 0.524
H: -4.350 -1.544 2.123
H: -6.638 -0.233 1.527
H: -6.800 -1.650 2.574
H: -7.774 -1.494 1.233
H: -1.601 -2.902 0.478
H: -1.953 -1.916 1.408
C: -2.326 0.228 -3.073
C: -0.933 -0.403 -3.399
C: -0.559 -0.296 -4.843
O: 0.717 -0.798 -5.140
C: 1.154 -0.885 -6.520
N: 0.091 0.427 -2.720
H: -2.594 -0.037 -2.050
H: -3.110 -0.136 -3.736
H: -2.295 1.317 -3.112
H: -0.775 -1.413 -3.022
H: -0.575 0.712 -5.255
H: -1.316 -0.663 -5.535
H: 2.192 -1.216 -6.482
H: 1.217 0.059 -7.061
H: 0.660 -1.547 -7.230
H: 0.070 1.354 -3.120
H: 0.952 -0.014 -3.010
C: -0.607 -5.540 2.644
C: 0.441 -4.483 3.010
C: 1.925 -5.048 2.844
O: 2.961 -4.175 3.293
C: 4.294 -4.690 3.465
N: 0.220 -3.431 2.047
H: -0.486 -5.751 1.582
H: -1.623 -5.228 2.887
H: -0.538 -6.499 3.158
H: 0.377 -4.006 3.988
H: 2.155 -5.395 1.837
H: 1.978 -5.988 3.394
H: 4.285 -5.617 4.039
H: 4.914 -3.891 3.873
H: 4.569 -4.922 2.436
H: -0.269 -2.712 2.562
H: 1.056 -2.865 2.033
C: 4.553 1.225 -2.025
C: 6.003 1.499 -1.603
C: 6.386 2.962 -2.017
O: 7.751 3.174 -1.804
C: 8.278 4.195 -2.682
N: 6.125 1.459 -0.167
H: 4.327 1.175 -3.090
H: 3.847 1.905 -1.548
H: 4.324 0.212 -1.695
H: 6.609 0.707 -2.044
H: 5.797 3.740 -1.532
H: 6.254 3.048 -3.095
H: 7.837 5.156 -2.414
H: 8.004 3.982 -3.715
H: 9.363 4.149 -2.588
H: 5.285 1.892 0.191
H: 6.845 2.128 0.068
C: 3.565 -3.879 -1.836
C: 3.286 -3.334 -3.222
C: 2.622 -4.262 -4.192
O: 3.422 -5.487 -4.048
C: 2.910 -6.644 -4.668
N: 2.473 -2.163 -3.114
H: 2.711 -4.263 -1.277
H: 3.968 -3.079 -1.215
H: 4.427 -4.539 -1.736
H: 4.186 -2.955 -3.707
H: 2.715 -4.006 -5.247
H: 1.566 -4.396 -3.959
H: 3.811 -7.242 -4.805
H: 2.545 -6.529 -5.688
H: 2.208 -7.082 -3.958
H: 1.956 -1.895 -3.940
H: 1.855 -2.351 -2.338
C: -1.077 4.691 1.830
C: -0.678 5.036 3.236
C: -1.735 5.770 4.002
O: -2.921 4.942 4.261
C: -3.520 5.160 5.463
N: -0.483 3.855 4.029
H: -1.033 5.508 1.110
H: -2.133 4.426 1.877
H: -0.323 3.950 1.566
H: 0.213 5.651 3.107
H: -2.047 6.592 3.357
H: -1.285 6.213 4.891
H: -3.982 6.140 5.583
H: -2.744 5.197 6.228
H: -4.330 4.508 5.786
H: -1.454 3.581 4.065
H: -0.304 4.237 4.947


12.
A structure of composition C4H14N4O at a distorted geometry. Source: the Open Molecules 2025 dataset; level of theory: ωB97M-V/def2-TZVPD.

Calculated values
LUMO (spin up / spin down) (eV): 0.52 / 0.52
Multiplicity: 1
Frontier orbital gap (spin up / spin down) (eV): 8.3 / 8.3

Positions of all 23 atoms, in Å:
C: 1.010 -0.340 -0.135
C: 1.679 -0.476 -1.507
C: 0.607 -1.709 0.411
C: -0.212 0.595 -0.241
N: 0.157 1.920 -0.597
O: 1.889 0.330 0.784
N: -1.288 0.062 -0.945
H: 2.671 -0.219 0.906
H: 0.996 2.207 -0.108
H: -0.585 2.593 -0.455
H: -1.763 0.769 -1.495
H: 1.994 0.498 -1.874
H: 0.976 -0.908 -2.217
H: 2.552 -1.129 -1.434
H: 1.491 -2.346 0.484
H: 0.164 -1.613 1.400
H: -0.106 -2.188 -0.256
N: -1.661 0.259 1.906
N: -2.689 -0.193 1.237
H: -3.410 0.529 1.079
H: -2.008 -0.351 -0.261
H: -1.786 1.211 2.286
H: -0.676 0.499 1.034


no.,DFT total energy (Eh)
1,-246.76480
2,-439.88191
3,-367.50409
4,-682.59926
5,-302.20759
6,-457.71845
7,-675.85725
8,-4626.53182
9,-1766.88015
10,-4615.77137
11,-4485.80573
12,-454.95972